Entry from the OMol25 dataset: 13 unconnected molecules or ions with the total composition C36H74FN5O27S7 at a distorted geometry (wB97M-V/def2-TZVPD).

```
150
Properties=species:S:1:pos:R:3
C 8.67429 18.13331 4.72813
N 10.09113 18.39186 4.89314
O 10.79591 17.48818 5.40862
O 10.56179 19.36677 4.43530
H 8.22627 19.06842 4.39203
H 8.41859 17.75589 5.71821
H 8.64396 17.42562 3.89966
C 10.22297 14.81888 7.08036
N 9.53479 14.34360 5.84554
O 8.52958 14.93921 5.49556
O 9.99974 13.44327 5.19111
H 10.85990 14.01111 7.44082
H 9.50133 15.04123 7.86643
H 10.69544 15.74661 6.75759
C 17.01218 14.27482 6.78521
N 15.65273 14.56249 6.30316
O 14.91828 15.08456 7.13231
O 15.37589 14.52768 5.08050
H 17.32465 13.26447 6.52129
H 16.98045 14.22670 7.87368
H 17.71756 14.95580 6.30897
C 17.18923 19.24236 7.62161
N 16.47874 18.34125 8.54080
O 16.76166 17.20605 8.45594
O 15.65234 18.88611 9.30007
H 16.49052 20.02978 7.33899
H 17.48963 18.58646 6.80452
H 17.98420 19.71763 8.19628
C 13.22596 14.44166 9.83570
N 13.22153 15.18522 11.09422
O 13.56427 14.61725 12.14999
O 13.02265 16.40599 11.04049
H 12.26428 13.93601 9.74858
H 14.03013 13.70610 9.81671
H 13.22214 15.13131 8.99163
C 13.83904 18.47124 15.29902
C 13.54227 19.11826 13.97177
C 13.13074 20.54159 14.36996
S 14.34035 21.11066 15.62276
O 13.66245 21.80920 16.70196
O 15.56641 21.60125 14.94661
C 14.64793 19.43437 16.19122
H 14.22506 17.47186 15.09825
H 12.92116 18.28995 15.85824
H 12.78440 18.52648 13.45842
H 14.37272 19.06418 13.26784
H 12.14731 20.50935 14.83894
H 13.09875 21.32502 13.61278
H 14.20355 19.28874 17.17581
H 15.72049 19.30396 16.33507
C 17.13119 14.95042 11.50945
C 18.15587 14.89458 12.68428
C 18.76341 16.30034 12.87465
S 17.37206 17.44807 12.41905
O 17.75677 18.39288 11.35033
O 16.77816 17.89152 13.70571
C 16.20807 16.15409 11.77181
H 16.43493 14.11293 11.55362
H 17.55535 14.93459 10.50549
H 18.83696 14.04872 12.59085
H 17.54024 14.65281 13.55068
H 19.60105 16.42081 12.18768
H 19.06985 16.64569 13.86204
H 15.56988 16.58080 10.99803
H 15.53279 15.95463 12.60387
C 12.09397 11.03746 4.43100
C 12.54558 9.64597 4.86461
C 12.87836 9.76021 6.32358
S 13.71741 11.34404 6.58617
O 15.17511 11.22776 6.71291
O 12.93921 11.96963 7.63464
C 13.19382 11.94122 4.87895
H 11.06607 11.14749 4.77657
H 12.01490 11.11046 3.34632
H 13.47452 9.31374 4.40115
H 11.80492 8.87461 4.65356
H 13.47357 8.99666 6.82440
H 11.88635 9.78043 6.77482
H 14.10967 11.69027 4.34384
H 12.91508 12.99480 4.89838
C 12.26472 20.01858 9.57692
C 11.27954 20.03359 10.65213
C 9.91698 19.39971 10.31251
S 10.31375 18.11944 9.05471
O 9.45810 18.30742 7.90753
O 10.29363 16.85940 9.73290
C 12.05796 18.76353 8.74652
H 13.19818 20.06234 10.13802
H 12.28950 20.93836 8.99255
H 11.18574 21.03995 11.06022
H 11.67979 19.46825 11.49373
H 9.18282 20.10648 9.92574
H 9.38313 18.96476 11.15746
H 12.19498 18.74707 7.66529
H 12.74728 17.97302 9.04321
C 18.46791 11.84711 8.88619
C 18.85629 11.20900 10.13847
C 20.30903 10.65109 9.92564
S 20.21721 9.93630 8.19735
O 19.73568 8.56206 8.32615
O 21.56511 10.28389 7.64107
C 18.87466 11.03835 7.62126
H 19.00941 12.79230 8.92489
H 17.39364 12.01056 8.80057
H 18.20622 10.38649 10.43677
H 18.86018 11.95686 10.93143
H 20.56997 9.81190 10.57045
H 21.10646 11.39380 9.90162
H 18.05678 10.46055 7.19077
H 19.54513 11.48287 6.88575
C 14.77616 10.33929 11.12795
C 13.67063 10.04522 12.11404
C 12.50856 9.23773 11.49721
S 13.32040 8.17763 10.14900
O 12.45390 7.88417 9.01646
O 14.13230 7.14397 10.72466
C 14.46859 9.52839 9.83116
H 15.73894 10.08177 11.56936
H 14.94931 11.39681 10.92855
H 13.38665 10.93796 12.67125
H 14.16497 9.33142 12.77298
H 11.92410 9.89699 10.85543
H 11.82994 8.67636 12.13942
H 13.81671 10.01118 9.10311
H 15.30470 9.28206 9.17669
C 10.83753 12.99752 13.63344
C 10.43842 14.51519 13.64571
C 9.67440 14.79073 12.37569
S 9.00512 13.22046 11.67410
O 9.73640 13.16117 10.40728
O 7.52548 13.20561 11.76208
C 9.73789 12.14394 13.04351
H 11.02185 12.69880 14.66538
H 11.80599 12.92881 13.13800
H 11.36303 15.08700 13.72467
H 9.76629 14.76184 14.46760
H 10.39025 15.19739 11.66135
H 8.86037 15.48325 12.58986
H 9.89129 11.11730 12.71096
H 9.03504 12.01357 13.86638
C 7.25421 17.88844 14.17531
C 7.53204 17.35119 15.55396
O 8.76156 18.01562 15.68947
C 9.27528 18.33429 14.51689
O 10.41188 18.69907 14.43147
O 8.48784 18.04172 13.54611
F 7.64834 15.97242 15.38219
H 6.73982 18.84699 14.10686
H 6.71841 17.13490 13.59808
H 6.76100 17.45555 16.31731
```

Values from the calculation:
- LUMO level: -0.51 eV
- Multiplicity: 1
- M: 1252.463 g mol⁻¹
- HOMO: -0.361 hartree
- Charge: 0
- ΔE to the lowest compared entry with this formula, charge and spin: 0.0 kcal per mole

Mulliken population analysis, charges in e, atoms 1 to 4: -0.7340, 0.8446, -0.4510, -0.5712

=====

Entry from the OMol25 dataset: 4 unconnected molecules or ions with the total composition C5H20N2O3 at a distorted geometry (wB97M-V/def2-TZVPD).

```
30
Properties=species:S:1:pos:R:3
C 2.12819 -0.89551 -1.49679
C 1.63702 0.24565 -0.54606
N 0.20322 0.18994 0.00060
C -0.90722 1.32607 1.84743
C 0.16379 0.27521 1.47310
C 0.04235 -1.04664 2.24655
N 0.04288 -2.32034 1.52731
H 1.42062 -1.48812 -2.09696
H 2.70218 -1.56793 -0.88128
H 2.72539 -0.35394 -2.24231
H 2.26041 0.25675 0.34252
H 1.66101 1.14956 -1.18250
H -0.12697 -0.72529 -0.32062
H -0.75806 2.34141 1.47318
H -1.91041 0.97185 1.59395
H -0.86653 1.46181 2.91313
H 1.06970 0.79238 1.83624
H 0.89657 -1.16695 2.91335
H -0.84314 -1.00736 2.93670
H -0.62135 -2.31466 0.75300
H 0.93790 -2.45512 1.05967
H -1.68352 0.29790 -2.66190
H -1.49563 0.60081 -1.32681
O -2.00263 0.99816 -2.05635
H -0.25149 2.37155 -2.42857
H 0.58945 2.91841 -1.24790
O -0.04658 3.17624 -1.93025
H -2.16248 -0.97130 -0.10564
H -2.70287 -1.47010 -1.56938
O -2.10179 -1.59043 -0.82341
```

Values from the calculation:
- LUMO level (alpha / beta): -3.12 / -8.61 eV
- Multiplicity: 2
- M: 156.226 g mol⁻¹
- HOMO (alpha / beta): -0.521 / -0.521 hartree
- Charge: +1
- ΔE to the lowest compared entry with this formula, charge and spin: 50.7 kcal per mole

natural (NBO) population analysis, charges in e, atoms 1 to 4: -0.6411, -0.2639, -0.1813, -0.6024

=====

Entry from the OMol25 dataset: 2 unconnected molecules or ions with the total composition C2H2INO2 at a distorted geometry (wB97M-V/def2-TZVPD).

```
8
Properties=species:S:1:pos:R:3
C -0.58732 2.06629 0.38777
C -0.61644 0.90405 0.44187
N -0.91931 -0.43551 0.61928
O -1.26629 -0.81234 1.71397
O -0.92431 -1.07690 -0.42790
H -0.57369 3.12747 0.52120
I 0.80351 -3.76685 -2.75954
H -0.35078 -4.57241 -2.11296
```

Values from the calculation:
- LUMO level: -0.90 eV
- Multiplicity: 1
- M: 198.947 g mol⁻¹
- HOMO: -0.363 hartree
- Charge: 0
- SMILES: C#C[N+](=O)[O-].I
- ΔE to the lowest compared entry with this formula, charge and spin: 141.2 kcal per mole

natural (NBO) population analysis, charges in e, atoms 1 to 4: -0.1335, 0.0627, 0.4780, -0.3190

=====

Entry from the OMol25 dataset: a molecular structure, C40H37N8O3S3Ti at a distorted geometry (wB97M-V/def2-TZVPD).

```
92
Properties=species:S:1:pos:R:3
Ti 0.70391 0.20231 -0.03468
N 2.85824 2.85216 0.92845
C 1.52813 3.12944 1.09463
N 1.22852 4.16054 1.85856
C -0.10084 4.37880 2.00849
N -0.44168 5.36369 2.85601
N -1.07341 3.72267 1.39267
C -0.67163 2.71032 0.60844
N 0.64717 2.31975 0.48726
C -1.61280 1.99317 -0.18077
C -2.89339 2.51072 -0.48540
C -3.67142 1.88350 -1.41291
C -3.17572 0.72224 -2.06049
C -1.94233 0.25550 -1.71062
N -1.16001 0.84300 -0.77971
H 3.47392 3.61111 1.17173
H 3.11831 2.28779 0.13610
H 0.27669 5.90564 3.29859
H -1.40864 5.60778 2.96467
H -3.21023 3.41216 0.01868
H -4.64586 2.27613 -1.66837
H -3.75680 0.20266 -2.80810
H -1.53654 -0.64573 -2.16031
S 3.00161 -6.34177 -1.77603
C 2.64052 -7.45644 -0.53673
C 1.89789 -6.88965 0.45393
C 1.57942 -5.53512 0.18315
C 2.08859 -5.10225 -1.01290
C 1.92532 -3.78371 -1.62719
C 1.63048 -2.67635 -0.80532
N 1.45579 -1.45752 -1.27114
C 1.59035 -1.24206 -2.59926
C 1.83760 -2.27377 -3.50862
C 1.85157 -1.97442 -4.91189
C 1.62216 -0.71808 -5.35185
C 1.41251 0.36045 -4.42854
C 1.20377 1.69054 -4.82538
C 1.03425 2.68050 -3.87760
C 1.09689 2.30261 -2.51851
N 1.30539 1.06648 -2.11184
C 1.44527 0.10478 -3.05560
C 0.78718 4.08266 -4.22317
C 0.47757 5.11732 -3.37907
C 0.31994 6.35108 -4.05822
C 0.51383 6.23380 -5.40009
S 0.82805 4.62086 -5.85557
C 2.01209 -3.56534 -2.98739
H 3.01176 -8.46664 -0.59104
H 1.57233 -7.42322 1.33402
H 0.95498 -4.93090 0.82596
H 1.50932 -2.79603 0.26174
H 2.02783 -2.77897 -5.61395
H 1.60799 -0.50004 -6.41180
H 1.16534 1.92095 -5.88330
H 0.95831 3.03184 -1.73338
H 0.36163 5.01994 -2.30959
H 0.08608 7.28425 -3.56883
H 0.46631 7.00766 -6.14837
H 2.19169 -4.38646 -3.67120
C -5.60128 -2.28774 4.60229
C -4.34521 -1.89213 3.88397
C -3.53610 -0.87388 4.36121
C -2.37843 -0.47563 3.70205
C -1.61040 0.66660 4.31257
C -2.01220 -1.14708 2.51539
C -2.82668 -2.18540 2.00867
C -2.55288 -2.94022 0.73438
C -3.97375 -2.52947 2.70761
C -0.79000 -0.73295 1.79516
O -0.11736 0.28841 2.10054
O -0.36240 -1.39876 0.77892
H -5.66252 -1.81703 5.58205
H -5.65154 -3.36869 4.73604
H -6.48191 -1.98941 4.03061
H -3.81437 -0.36383 5.27583
H -2.07503 0.94604 5.25713
H -1.59932 1.53514 3.65394
H -0.56793 0.41315 4.50043
H -1.61275 -3.48820 0.77784
H -2.48373 -2.26706 -0.11962
H -3.36144 -3.64742 0.55562
H -4.60031 -3.32243 2.31568
C 4.52997 0.22068 2.59846
S 2.74749 0.18656 2.47688
C 2.44065 -1.39169 3.25651
O 2.52980 -0.10289 0.98300
H 4.95857 -0.76041 2.40337
H 4.80010 0.57579 3.59229
H 4.86687 0.93858 1.85506
H 2.83907 -1.35748 4.27115
H 2.93473 -2.17149 2.67818
H 1.36505 -1.54196 3.28842
```

Values from the calculation:
- LUMO level (alpha / beta): -2.99 / -3.09 eV
- Multiplicity: 3
- M: 821.857 g mol⁻¹
- HOMO (alpha / beta): -0.276 / -0.382 hartree
- Charge: +1
- ΔE to the lowest compared entry with this formula, charge and spin: 6.3 kcal per mole

Mulliken population analysis, charges in e, atoms 1 to 4: -0.2583, -0.2460, 0.0439, -0.8459

=====

Entry from the OMol25 dataset: a molecular structure, C28H26N2OPtSSi (wB97M-V/def2-TZVPD).

```
60
Properties=species:S:1:pos:R:3
Pt 0.51938 -0.17274 0.52993
S -0.54883 1.50121 4.57102
C -2.01426 0.80512 3.94211
C -3.27417 0.75160 4.52520
C -4.30135 0.17935 3.79828
C -4.08011 -0.31348 2.50825
C -2.82958 -0.25911 1.92924
C -1.78125 0.28591 2.66433
N -0.46810 0.41313 2.24575
C 0.27491 1.04531 3.12380
C 1.65688 1.24731 2.77148
C 2.61706 1.86343 3.57160
C 3.92320 1.93358 3.12761
C 4.26335 1.36622 1.90212
C 3.30564 0.75211 1.10461
C 1.97496 0.70628 1.51079
H -3.44787 1.15278 5.51440
H -5.29187 0.12544 4.22915
H -4.90493 -0.74148 1.95395
H -2.65230 -0.61915 0.92635
H 2.33821 2.27716 4.53397
H 4.67961 2.41265 3.73399
H 5.29186 1.39767 1.56456
H 3.59647 0.29441 0.17045
C 1.04223 2.20371 -1.90867
Si 1.88883 0.59033 -2.34705
C 3.73395 0.96245 -2.45220
C 1.32867 0.02528 -4.04749
N 1.42091 -0.62130 -1.19604
C 1.46007 -1.97734 -1.47377
C 2.49097 -2.60621 -2.17209
C 2.45337 -3.96662 -2.44909
C 1.38741 -4.74094 -2.02465
C 0.34410 -4.14504 -1.32182
C 0.39507 -2.79457 -1.05302
O -0.64778 -2.12369 -0.39246
C -1.35432 -2.85599 0.55670
C -0.77769 -3.14075 1.78372
C -1.53658 -3.78712 2.74590
C -2.85274 -4.14598 2.47941
C -3.41091 -3.86031 1.24270
C -2.65920 -3.21314 0.27047
H 1.25128 2.94935 -2.68098
H 1.40067 2.59742 -0.95550
H -0.04000 2.08189 -1.83722
H 3.91758 1.59510 -3.32462
H 4.35628 0.07027 -2.55777
H 4.07840 1.51457 -1.57600
H 1.57274 0.77863 -4.79986
H 0.24640 -0.12022 -4.05455
H 1.79205 -0.91418 -4.35143
H 3.34136 -2.01017 -2.48773
H 3.27241 -4.42258 -2.99003
H 1.35736 -5.80163 -2.23245
H -0.50112 -4.73267 -0.98780
H 0.24566 -2.83971 1.97116
H -1.09995 -4.00714 3.71098
H -3.44115 -4.64642 3.23661
H -4.43386 -4.14202 1.02940
H -3.07122 -2.97577 -0.70196
```

Values from the calculation:
- LUMO level: -0.29 eV
- Multiplicity: 1
- M: 661.760 g mol⁻¹
- HOMO: -0.261 hartree
- Charge: 0
- ΔE to the lowest compared entry with this formula, charge and spin: 0.0 kcal per mole

natural (NBO) population analysis, charges in e, atoms 1 to 4: 0.6763, 0.4349, -0.2443, -0.1992

=====

Question: What is the multiplicity in the third record?
Answer: 1

=====

Question: What is the formula in the fifth record?
Answer: C28H26N2OPtSSi